{"formula": "C5H15NO", "method": "wB97M-V/def2-TZVPD", "relative_energy_kcal_mol": 26.4, "total_charge": 0, "largest_force_ev_per_a": 2.0, "e_lumo_ev": 1.0, "smiles": "CCNC(C)C.O", "elements": ["C", "C", "N", "C", "C", "C", "H", "H", "H", "H", "H", "H", "H", "H", "H", "H", "H", "H", "H", "O", "H", "H"], "xyz": [[-2.08, 1.23, -0.13], [-0.62, 0.92, 0.19], [-0.53, -0.46, 0.66], [-0.50, -1.49, -0.39], [0.90, -2.11, -0.53], [-1.60, -2.53, -0.11], [-2.60, 1.29, 0.83], [-2.22, 2.25, -0.47], [-2.54, 0.52, -0.78], [-0.23, 1.63, 0.92], [-0.02, 1.03, -0.71], [0.15, -0.61, 1.38], [-0.69, -0.99, -1.34], [1.72, -1.57, -0.05], [1.10, -2.34, -1.57], [0.98, -3.10, -0.05], [-2.47, -2.32, -0.74], [-1.81, -2.59, 0.94], [-1.25, -3.49, -0.50], [4.50, 4.62, 0.84], [4.52, 5.46, 1.32], [5.29, 4.65, 0.29]], "mulliken_charge": [-1.08, -0.49, -0.39, 0.49, -1.41, -1.42, 0.26, 0.38, 0.29, 0.41, 0.28, 0.23, 0.28, 0.39, 0.31, 0.37, 0.31, 0.36, 0.41, -0.64, 0.32, 0.32]}